Record 1
Here is the ion C4H8NO with charge +1 from the Open Molecules 2025 dataset. Energies are from ωB97M-V/def2-TZVPD.

energy above the lowest of the compared OMol25 structures with the same formula, charge and spin = 143.31 kcal per mole
LUMO = -5.90 eV
net charge = +1
M = 86.11 g mol⁻¹

Each line ends with the Mulliken charge.
Atoms and positions in Å:
C  1.09  2.18  -0.70  -0.582
C  0.62  0.93  -1.03  0.273
C  -0.64  0.68  0.03  -0.653
C  -0.16  -1.67  1.13  -0.746
N  -0.98  -0.79  0.20  -0.033
O  -0.74  0.87  -1.30  -0.235
H  2.15  2.15  -0.74  0.316
H  0.44  2.97  -0.24  0.315
H  1.06  0.08  -1.34  0.573
H  0.35  -0.79  1.59  0.319
H  -0.77  -2.32  1.69  0.332
H  0.57  -2.25  0.73  0.336
H  -2.00  -0.73  0.58  0.430
H  -1.00  -1.32  -0.59  0.356

***

Record 2
Here is the ion C4H8NO with charge +1 from the Open Molecules 2025 dataset. Energies are from ωB97M-V/def2-TZVPD.

energy above the lowest of the compared OMol25 structures with the same formula, charge and spin = 55.37 kcal per mole
LUMO = -4.36 eV
net charge = +1
M = 86.11 g mol⁻¹

Each line ends with the Mulliken charge.
Atoms and positions in Å:
C  0.00  0.44  -1.01  -0.009
C  -1.50  0.54  -0.69  -0.561
C  -1.00  -0.68  1.08  -0.124
C  1.99  -0.19  0.23  -0.835
N  0.59  -0.12  -0.06  -0.160
O  -1.64  0.39  0.69  -0.270
H  0.50  0.88  -1.88  0.476
H  -2.02  1.46  -0.93  0.388
H  -1.88  -0.34  -1.19  0.328
H  -1.12  -1.54  0.46  0.336
H  -0.82  -0.72  2.09  0.388
H  2.72  -0.28  -0.53  0.339
H  2.13  -0.69  1.22  0.300
H  2.06  0.84  0.53  0.402

***

Record 3
Here is the ion C4H8NO with charge +1 from the Open Molecules 2025 dataset. Energies are from ωB97M-V/def2-TZVPD.

energy above the lowest of the compared OMol25 structures with the same formula, charge and spin = 49.52 kcal per mole
LUMO (spin up / spin down) = -5.15 / -5.15 eV
net charge = +1
M = 86.11 g mol⁻¹

Each line ends with the Mulliken charge.
Atoms and positions in Å:
C  1.05  -1.77  -0.02  -0.281
C  0.82  0.74  0.00  0.439
C  -1.56  -0.07  0.17  -1.006
C  -0.55  1.04  -0.38  -0.308
N  1.30  -0.56  -0.31  -0.259
O  1.69  1.61  0.21  -0.352
H  0.68  -2.03  0.90  0.384
H  1.22  -2.54  -0.64  0.325
H  -1.31  -1.11  0.23  0.357
H  -2.35  -0.03  -0.59  0.316
H  -1.91  0.25  1.23  0.308
H  -0.61  1.09  -1.51  0.333
H  -1.04  1.98  0.05  0.313
H  2.56  1.41  0.66  0.431

***

Record 4
Here is the ion C4H8NO with charge +1 from the Open Molecules 2025 dataset. Energies are from ωB97M-V/def2-TZVPD.

energy above the lowest of the compared OMol25 structures with the same formula, charge and spin = 43.70 kcal per mole
LUMO = -5.47 eV
net charge = +1
M = 86.11 g mol⁻¹

Each line ends with the Mulliken charge.
Atoms and positions in Å:
C  0.99  -1.54  -0.22  -0.074
C  1.55  0.81  0.19  0.201
C  -1.45  0.80  -0.48  -0.998
C  -0.82  -0.09  0.57  -0.393
N  0.51  -0.41  0.08  0.060
O  2.63  0.72  -0.17  -0.252
H  0.40  -2.57  -0.04  0.228
H  1.98  -1.65  -0.64  0.307
H  0.94  1.53  0.87  0.281
H  -0.84  1.68  -0.83  0.361
H  -1.54  0.15  -1.29  0.367
H  -2.43  1.15  -0.05  0.328
H  -1.30  -1.11  0.55  0.286
H  -0.60  0.53  1.47  0.299

***

Record 5
Here is a cluster of 2 separate species, C4H8NO in total from the Open Molecules 2025 dataset. Energies are from ωB97M-V/def2-TZVPD.

energy above the lowest of the compared OMol25 structures with the same formula, charge and spin = 99.28 kcal per mole
LUMO (spin up / spin down) = -5.88 / -5.41 eV
net charge = +1
M = 86.11 g mol⁻¹

Each line ends with the Mulliken charge.
Atoms and positions in Å:
C  3.34  -0.44  0.66  0.379
C  0.82  -0.29  -0.29  -1.172
C  -0.51  -0.32  0.11  0.946
C  -1.21  0.94  0.47  -1.290
N  -1.20  -1.45  0.18  -0.400
O  4.11  0.08  -0.07  -0.106
H  1.25  0.67  -0.50  0.363
H  1.27  -1.17  -0.73  0.354
H  -1.54  1.45  -0.44  0.307
H  -0.54  1.61  1.00  0.327
H  -2.09  0.76  1.09  0.409
H  -0.78  -2.34  -0.04  0.203
H  -2.17  -1.45  0.45  0.217
H  4.22  0.58  -0.91  0.463

***

Record 6
Here is the ion C4H8NO with charge +1 from the Open Molecules 2025 dataset. Energies are from ωB97M-V/def2-TZVPD.

energy above the lowest of the compared OMol25 structures with the same formula, charge and spin = 51.78 kcal per mole
<S²> = 2.007
LUMO (spin up / spin down) = -3.16 / -8.26 eV
net charge = +1
M = 86.11 g mol⁻¹
multiplicity = 3

Each line ends with the Mulliken charge.
Atoms and positions in Å:
C  1.54  0.28  -0.22  0.278
C  0.55  1.01  -0.91  -0.312
C  -0.44  -1.23  -0.63  -0.856
C  -0.55  0.43  1.25  -0.898
N  0.14  -0.08  0.00  0.225
O  2.73  -0.03  0.29  -0.202
H  0.24  1.95  -0.53  0.296
H  0.29  0.60  -1.88  0.315
H  -0.97  -1.76  0.19  0.321
H  -1.26  -0.84  -1.30  0.397
H  0.11  -2.07  -1.05  0.314
H  -0.75  -0.41  1.94  0.358
H  -0.06  1.26  1.76  0.381
H  -1.57  0.89  1.09  0.382

***

Record 7
Here is a structure of composition C4H8NO from the Open Molecules 2025 dataset. Energies are from ωB97M-V/def2-TZVPD.

energy above the lowest of the compared OMol25 structures with the same formula, charge and spin = 63.34 kcal per mole
<S²> = 2.018
LUMO (spin up / spin down) = -3.92 / -8.61 eV
net charge = +1
M = 86.11 g mol⁻¹
multiplicity = 3

Each line ends with the Mulliken charge.
Atoms and positions in Å:
C  0.45  3.06  -1.05  0.006
C  -0.38  -1.37  0.85  -1.255
C  -0.56  0.00  0.20  -0.369
C  0.72  0.72  -0.23  -0.264
N  0.47  1.95  -0.73  -0.081
O  1.49  -0.06  -1.63  -0.168
H  0.19  4.14  -1.17  0.429
H  -1.32  -1.76  1.01  0.365
H  0.21  -1.43  1.72  0.370
H  0.23  -1.84  0.11  0.323
H  -1.23  0.56  0.81  0.422
H  -1.18  -0.26  -0.69  0.319
H  1.51  0.77  0.47  0.502
H  2.43  0.08  -1.55  0.401

***

Record 8
Here is the ion C4H8NO2 with charge -1 from the Open Molecules 2025 dataset. Energies are from ωB97M-V/def2-TZVPD.

energy above the lowest of the compared OMol25 structures with the same formula, charge and spin = 138.99 kcal per mole
LUMO (spin up / spin down) = 4.22 / 4.21 eV
net charge = -1
M = 102.11 g mol⁻¹

Each line ends with the Mulliken charge.
Atoms and positions in Å:
C  0.79  -0.88  -1.30  -0.526
C  0.17  -1.36  0.02  -0.469
C  -0.99  0.64  0.27  -0.167
C  -0.56  1.31  1.55  -0.954
N  1.16  0.53  -1.20  -0.240
O  1.01  1.19  -2.28  -0.591
O  -1.07  -0.77  0.28  -0.369
H  1.70  -1.47  -1.47  0.382
H  0.10  -1.07  -2.14  0.355
H  0.00  -2.45  -0.02  0.333
H  0.89  -1.15  0.83  0.234
H  -1.91  1.04  -0.16  0.238
H  -0.19  2.31  1.33  0.263
H  0.25  0.74  2.01  0.230
H  -1.37  1.40  2.29  0.284

***

Record 9
Here is a cluster of 2 separate species, C4H8NO2 in total from the Open Molecules 2025 dataset. Energies are from ωB97M-V/def2-TZVPD.

energy above the lowest of the compared OMol25 structures with the same formula, charge and spin = 30.93 kcal per mole
LUMO = 4.14 eV
net charge = -1
M = 102.11 g mol⁻¹

Each line ends with the Mulliken charge.
Atoms and positions in Å:
C  2.40  -0.21  -0.27  -1.056
C  1.11  -0.19  0.06  0.186
N  0.37  -1.26  0.53  -0.276
C  -1.05  -1.33  0.19  -0.689
H  3.00  -1.11  -0.17  0.273
H  2.86  0.69  -0.65  0.275
H  0.53  0.72  0.04  0.237
H  0.86  -2.15  0.51  0.203
H  -1.55  -1.99  0.90  0.292
H  -1.48  -0.33  0.28  0.240
H  -1.18  -1.69  -0.84  0.232
O  -1.27  1.74  1.00  -0.665
C  -1.47  2.21  -0.15  -0.072
O  -1.11  1.72  -1.24  -0.637
H  -2.01  3.18  -0.21  0.456

***

Record 10
Here is the ion C4H8NO2 with charge -1 from the Open Molecules 2025 dataset. Energies are from ωB97M-V/def2-TZVPD.

energy above the lowest of the compared OMol25 structures with the same formula, charge and spin = 37.60 kcal per mole
LUMO = 4.11 eV
net charge = -1
M = 102.11 g mol⁻¹

Each line ends with the Mulliken charge.
Atoms and positions in Å:
C  0.71  -0.55  -1.63  -1.104
C  -0.65  -0.11  -0.87  0.086
C  -0.36  0.79  0.26  -0.550
C  0.50  -0.11  1.34  0.376
O  -0.10  -1.11  1.63  -0.622
O  1.46  0.46  1.95  -0.762
N  -1.47  0.52  -1.93  -0.704
H  1.06  -1.24  -0.86  0.297
H  0.40  -1.15  -2.52  0.364
H  1.27  0.43  -1.79  0.261
H  -1.08  -1.11  -0.42  0.315
H  -1.06  1.18  0.96  0.304
H  0.14  1.72  -0.25  0.194
H  -1.45  0.00  -2.75  0.260
H  -1.06  1.48  -2.05  0.286

***

Record 11
Here is the molecule C4H8NO2 from the Open Molecules 2025 dataset. Energies are from ωB97M-V/def2-TZVPD.

energy above the lowest of the compared OMol25 structures with the same formula, charge and spin = 44.80 kcal per mole
<S²> = 0.754
LUMO (spin up / spin down) = 0.42 / 0.39 eV
net charge = 0
M = 102.11 g mol⁻¹
multiplicity = 2

Each line ends with the Mulliken charge.
Atoms and positions in Å:
O  0.80  2.34  1.05  -0.758
C  0.19  1.94  -0.03  -0.465
C  0.30  0.46  -0.34  0.079
C  -1.01  -0.28  -0.43  -0.931
C  -0.96  -1.77  -0.34  0.067
O  0.07  -2.38  -0.07  -0.555
N  1.21  -0.08  0.71  -0.284
H  -0.35  2.55  -0.76  0.370
H  0.82  0.26  -1.29  0.283
H  -1.70  -0.05  0.39  0.385
H  -1.69  0.06  -1.20  0.446
H  -1.85  -2.37  -0.51  0.392
H  0.73  -0.19  1.60  0.286
H  1.47  -1.02  0.38  0.355
H  1.97  0.54  0.85  0.330

***

Record 12
Here is the ion C4H8NO2 with charge +1 from the Open Molecules 2025 dataset. Energies are from ωB97M-V/def2-TZVPD.

energy above the lowest of the compared OMol25 structures with the same formula, charge and spin = 99.71 kcal per mole
LUMO = -5.18 eV
net charge = +1
M = 102.11 g mol⁻¹

Each line ends with the Mulliken charge.
Atoms and positions in Å:
C  0.16  -0.53  0.21  0.035
C  -2.38  -0.70  0.24  -0.216
C  -1.43  0.22  -0.05  0.495
C  2.46  -0.19  0.13  -0.691
N  -1.49  1.43  -0.60  -0.489
O  -3.64  -0.48  0.22  -0.453
O  1.12  0.12  -0.21  -0.193
H  0.21  -1.37  0.86  0.320
H  -2.07  -1.53  0.73  0.397
H  2.49  -0.75  1.05  0.352
H  3.00  0.69  0.25  0.298
H  2.77  -0.98  -0.56  0.346
H  -3.94  0.34  -0.36  0.352
H  -0.50  1.77  -0.88  0.243
H  -2.42  1.87  -0.86  0.204

***

What did the eighth record say?
Here is the ion C4H8NO2 with charge -1 from the Open Molecules 2025 dataset. Energies are from ωB97M-V/def2-TZVPD.

energy above the lowest of the compared OMol25 structures with the same formula, charge and spin = 138.99 kcal per mole
LUMO (spin up / spin down) = 4.22 / 4.21 eV
net charge = -1
M = 102.11 g mol⁻¹

Each line ends with the Mulliken charge.
Atoms and positions in Å:
C  0.79  -0.88  -1.30  -0.526
C  0.17  -1.36  0.02  -0.469
C  -0.99  0.64  0.27  -0.167
C  -0.56  1.31  1.55  -0.954
N  1.16  0.53  -1.20  -0.240
O  1.01  1.19  -2.28  -0.591
O  -1.07  -0.77  0.28  -0.369
H  1.70  -1.47  -1.47  0.382
H  0.10  -1.07  -2.14  0.355
H  0.00  -2.45  -0.02  0.333
H  0.89  -1.15  0.83  0.234
H  -1.91  1.04  -0.16  0.238
H  -0.19  2.31  1.33  0.263
H  0.25  0.74  2.01  0.230
H  -1.37  1.40  2.29  0.284

***

Repeat the seventh record exactly.
Here is a structure of composition C4H8NO from the Open Molecules 2025 dataset. Energies are from ωB97M-V/def2-TZVPD.

energy above the lowest of the compared OMol25 structures with the same formula, charge and spin = 63.34 kcal per mole
<S²> = 2.018
LUMO (spin up / spin down) = -3.92 / -8.61 eV
net charge = +1
M = 86.11 g mol⁻¹
multiplicity = 3

Each line ends with the Mulliken charge.
Atoms and positions in Å:
C  0.45  3.06  -1.05  0.006
C  -0.38  -1.37  0.85  -1.255
C  -0.56  0.00  0.20  -0.369
C  0.72  0.72  -0.23  -0.264
N  0.47  1.95  -0.73  -0.081
O  1.49  -0.06  -1.63  -0.168
H  0.19  4.14  -1.17  0.429
H  -1.32  -1.76  1.01  0.365
H  0.21  -1.43  1.72  0.370
H  0.23  -1.84  0.11  0.323
H  -1.23  0.56  0.81  0.422
H  -1.18  -0.26  -0.69  0.319
H  1.51  0.77  0.47  0.502
H  2.43  0.08  -1.55  0.401

***

Please write out number 10 again, unchanged.
Here is the ion C4H8NO2 with charge -1 from the Open Molecules 2025 dataset. Energies are from ωB97M-V/def2-TZVPD.

energy above the lowest of the compared OMol25 structures with the same formula, charge and spin = 37.60 kcal per mole
LUMO = 4.11 eV
net charge = -1
M = 102.11 g mol⁻¹

Each line ends with the Mulliken charge.
Atoms and positions in Å:
C  0.71  -0.55  -1.63  -1.104
C  -0.65  -0.11  -0.87  0.086
C  -0.36  0.79  0.26  -0.550
C  0.50  -0.11  1.34  0.376
O  -0.10  -1.11  1.63  -0.622
O  1.46  0.46  1.95  -0.762
N  -1.47  0.52  -1.93  -0.704
H  1.06  -1.24  -0.86  0.297
H  0.40  -1.15  -2.52  0.364
H  1.27  0.43  -1.79  0.261
H  -1.08  -1.11  -0.42  0.315
H  -1.06  1.18  0.96  0.304
H  0.14  1.72  -0.25  0.194
H  -1.45  0.00  -2.75  0.260
H  -1.06  1.48  -2.05  0.286

***

Among the records above, which one has the lowest energy above the lowest of the compared OMol25 structures with the same formula, charge and spin? number 9